Entry 1:
{
  "formula": "CH5N3OS",
  "method": "wB97M-V/def2-TZVPD",
  "lumo_energy_ev": 0.6,
  "gap_ev": 9.8,
  "multiplicity": 1,
  "charge": 0,
  "smiles": "[H]/N=C(\\NO)NS",
  "de_lowest_kj_mol": 220.99,
  "elements": ["H", "N", "C", "N", "O", "N", "S", "H", "H", "H", "H"],
  "xyz": [[-0.8185, 2.5024, -0.3000], [-0.0605, 1.7806, -0.1929], [-0.4916, 0.6223, 0.1381], [-1.8373, 0.1093, 0.3189], [-2.0068, -1.1644, -0.2258], [0.4078, -0.4681, 0.2602], [1.9874, -0.3539, -0.1201], [-2.5067, 0.8687, -0.0240], [-1.3324, -1.0052, -1.0320], [-0.0751, -1.3604, 0.6052], [2.3674, 0.2859, 0.9467]],
  "atomic_forces_ev_per_a": [[0.9, -1.1, 0.1], [-1.6, 0.2, 0.7], [0.3, -1.1, -0.6], [0.1, 3.6, 0.9], [2.3, 1.1, -3.3], [-3.5, -0.8, 0.8], [1.1, -0.6, -1.1], [0.8, -1.9, 0.2], [-2.4, -1.7, 1.8], [1.5, 1.8, -0.6], [0.6, 0.6, 1.0]],
  "mulliken_charge": [0.19, -0.63, 0.49, -0.20, -0.42, -0.40, -0.15, 0.29, 0.38, 0.34, 0.11]
}


Entry 2:
{
  "formula": "C4H18NO8S",
  "method": "wB97M-V/def2-TZVPD",
  "lumo_energy_ev": 2.8,
  "gap_ev": 6.8,
  "multiplicity": 1,
  "charge": -1,
  "de_lowest_kj_mol": 0.00,
  "elements": ["O", "C", "N", "C", "O", "C", "C", "S", "H", "H", "H", "H", "H", "H", "H", "H", "O", "H", "H", "O", "H", "H", "O", "H", "H", "O", "H", "H", "O", "H", "H", "O"],
  "xyz": [[-0.4960, -0.1543, 0.1670], [-0.4569, 1.0662, 0.2378], [-0.6203, 1.7164, -1.0037], [-1.0910, 2.9909, -1.1822], [-1.5820, 3.6789, -0.3150], [0.0585, 1.8731, 1.3783], [1.4715, 1.4291, 1.7811], [2.7048, 1.6426, 0.4378], [-0.3851, 1.1745, -1.8232], [-1.0332, 3.3138, -2.2307], [-0.0601, 2.9308, 1.2478], [-0.6078, 1.5751, 2.1982], [1.7088, 2.0096, 2.6617], [1.4377, 0.3755, 1.9908], [3.1671, -0.3939, -0.4872], [2.8539, -1.8966, -0.8023], [3.1653, -1.0778, -1.2116], [1.7144, -0.8151, -2.9182], [2.0389, 0.5367, -2.3996], [1.4570, 0.1005, -3.0527], [1.8629, -1.6324, 1.4257], [0.3740, -1.6858, 1.0393], [1.0794, -2.1819, 1.5249], [0.0517, -3.8620, 1.4925], [-1.0262, -3.1372, 0.7254], [-0.8037, -4.0113, 1.0566], [-1.9430, -1.2467, -1.6349], [-2.1896, -2.4860, -0.7826], [-2.6479, -1.7391, -1.1971], [-3.4257, -0.1803, -0.2538], [-3.0654, -0.0364, 1.3090], [-3.7121, 0.1231, 0.6211]],
  "atomic_forces_ev_per_a": [[-0.2, 0.1, 0.8], [1.3, -0.3, -2.0], [-0.5, 0.6, 0.4], [-0.2, -0.1, 0.3], [0.2, 0.0, -0.3], [-1.0, -1.1, 1.1], [0.1, 0.3, -1.3], [0.0, 0.0, 0.2], [0.2, -0.2, 0.0], [0.1, 0.0, -0.1], [0.2, 0.3, -0.3], [-0.1, 0.2, 0.3], [0.3, 0.0, 0.3], [-0.1, -0.3, 0.6], [-0.2, 0.0, -0.4], [0.1, 0.2, 0.0], [0.2, -0.4, 0.4], [0.1, -0.1, 0.1], [-0.4, -0.1, -0.2], [0.0, 0.5, 0.1], [0.0, 0.1, 0.0], [0.9, 0.1, 0.5], [-0.5, 0.3, -0.4], [-0.2, 0.1, -0.2], [0.0, 0.0, 0.2], [-0.1, -0.3, 0.0], [0.1, 0.0, 0.1], [-0.3, 0.3, -0.2], [0.2, -0.4, -0.3], [0.5, -0.4, 0.9], [0.4, -0.3, -0.5], [-1.0, 0.7, 0.0]],
  "mulliken_charge": [-0.37, -0.04, 0.21, -0.08, -0.53, -0.65, -0.49, -0.59, 0.26, 0.37, 0.50, 0.28, 0.35, 0.08, 0.16, 0.30, -0.66, 0.32, 0.33, -0.69, 0.26, 0.54, -0.78, 0.40, 0.26, -0.66, 0.31, 0.27, -0.66, 0.35, 0.30, -0.65]
}


Entry 3:
{
  "formula": "C7H10AgBNO",
  "method": "wB97M-V/def2-TZVPD",
  "lumo_energy_ev": [-8.2, -11.6],
  "gap_ev": [9.5, 6.1],
  "multiplicity": 2,
  "charge": 2,
  "elements": ["C", "O", "C", "B", "C", "C", "C", "C", "N", "C", "H", "H", "H", "H", "H", "H", "H", "H", "H", "H", "Ag"],
  "xyz": [[3.7419, -0.1128, 0.4172], [2.6612, 0.2907, -0.4224], [1.3956, -0.3205, -0.0742], [0.2107, 0.6771, -0.2489], [-1.3122, 0.2699, -0.1643], [-1.7804, -0.9285, 0.3377], [-3.1510, -1.1370, 0.3777], [-4.0304, -0.1005, -0.0960], [-3.6156, 1.0454, -0.5876], [-2.3028, 1.2207, -0.6168], [3.6252, 0.2407, 1.4354], [3.8750, -1.1875, 0.4296], [4.7179, 0.3498, 0.0477], [1.2787, -1.2178, -0.6808], [1.4522, -0.6446, 0.9660], [0.4528, 1.8214, -0.4528], [-1.1031, -1.6886, 0.6849], [-3.5629, -2.0558, 0.7565], [-5.0935, -0.2619, -0.0263], [-1.9513, 2.1517, -1.0310], [4.4922, 1.5881, -1.0515]],
  "atomic_forces_ev_per_a": [[-0.2, -0.3, 0.5], [-0.2, -0.1, 0.2], [0.3, 0.4, -0.3], [0.2, 0.1, -0.1], [0.2, -0.4, 0.3], [0.3, 0.2, -0.1], [0.3, -0.1, 0.0], [-0.2, 0.2, 0.0], [0.0, 0.0, 0.0], [-0.2, 0.1, -0.1], [-0.1, 0.1, 0.2], [0.2, -0.2, -0.2], [0.0, -1.7, 1.2], [0.0, -0.3, -0.1], [-0.2, -0.1, 0.3], [0.0, 0.0, 0.0], [0.1, -0.2, 0.1], [-0.2, -0.2, 0.1], [-0.3, 0.0, 0.0], [0.0, 0.3, -0.1], [0.2, 2.2, -1.9]],
  "lowdin_spin": [0.00, 0.00, 0.00, 0.03, 0.18, 0.01, 0.30, 0.20, 0.01, 0.23, 0.00, 0.00, 0.00, 0.00, 0.00, 0.00, 0.00, 0.01, 0.01, 0.01, 0.00]
}


Entry 4:
{
  "formula": "C2H5F2N3",
  "method": "wB97M-V/def2-TZVPD",
  "lumo_energy_ev": 0.6,
  "gap_ev": 9.6,
  "multiplicity": 1,
  "charge": 0,
  "smiles": "[H]/N=C(\\NN)C(F)F",
  "de_lowest_kj_mol": 259.47,
  "elements": ["H", "N", "C", "N", "N", "C", "F", "F", "H", "H", "H", "H"],
  "xyz": [[0.1440, -2.3219, 0.3922], [-0.5233, -1.7688, -0.2116], [-0.1339, -0.5394, -0.0248], [0.9411, -0.1241, 0.6043], [1.8668, -0.9710, 1.1133], [-0.9297, 0.5549, -0.7034], [-0.0486, 1.3643, -1.3556], [-1.4759, 1.1852, 0.3443], [1.1300, 1.0196, 0.7666], [2.9063, -0.7197, 0.7695], [1.6848, -1.1278, 2.2759], [-1.7550, 0.1589, -1.2750]],
  "atomic_forces_ev_per_a": [[-0.9, 0.2, -1.0], [1.4, 1.0, 1.5], [-1.9, -2.8, -2.7], [2.5, 6.1, 1.6], [2.2, -1.0, 3.2], [1.1, -1.6, 1.1], [-0.8, 0.4, -0.2], [-0.8, 1.9, 0.7], [-1.1, -4.2, -0.7], [-3.3, -0.7, 1.6], [1.4, 0.8, -4.2], [0.2, 0.1, -0.9]],
  "mulliken_charge": [0.29, -0.70, 0.43, -0.05, -0.74, 0.17, -0.26, -0.25, 0.28, 0.27, 0.26, 0.29]
}


Record order is preserved below.
Calculated total energy: -678.69179; -1218.17026; -573.75185; -443.11769 Ha